# 1
DFT (ωB97M-V/def2-TZVPD) results for C4H5FN2O in the gas phase at a distorted geometry.

The spin multiplicity is 1. The frontier orbital gap comes out at 8.58 eV. The value obtained for the energy relative to the best compared isomer or geometry (same formula, charge and spin) is 270.11 kJ/mol. The SMILES is Nc1cc(O)c(F)[nH]1.

Last column: Löwdin charge in e.
Atoms and positions in Å:
N1 -1.96462 -1.58185 -0.93593  0.05
C1 -1.03254 -0.72189 -0.36671  -0.49
C2 -0.95803 0.62277 -0.54616  -0.02
C3 0.26289 1.05498 -0.01736  -0.28
O1 0.57235 2.40205 0.01201  -0.02
C4 0.91089 -0.09020 0.51789  -0.19
F1 2.04367 -0.49835 1.22477  0.03
N2 0.18094 -1.17161 0.04617  0.10
H1 -2.24962 -1.18990 -1.98449  0.16
H2 -2.82710 -1.26649 -0.47624  0.07
H3 -1.72424 1.12702 -1.28632  0.16
H4 1.20377 2.85084 0.74499  0.19
H5 0.01184 -2.17245 0.58549  0.24



# 2
DFT (ωB97M-V/def2-TZVPD) results for C22H29N5 as an isolated structure at a distorted geometry.

The spin multiplicity is 1. The frontier orbital gap comes out at 8.47 eV. The value obtained for the energy relative to the best compared isomer or geometry (same formula, charge and spin) is 1995.84 kJ/mol.

Last column: Löwdin charge in e.
Atoms and positions in Å:
C1 -1.96176 -1.31877 2.84310  0.00
C2 -1.28279 -0.82206 1.52923  -0.17
N1 -1.53782 0.36041 0.92406  0.09
N2 -0.90842 0.35021 -0.10288  -0.06
C3 -0.78617 1.43789 -0.77985  -0.26
C4 -0.26025 1.19178 -2.04300  -0.02
C5 0.31819 -0.05487 -2.22576  -0.26
N3 0.60907 -1.00551 -1.51769  0.16
C6 -0.12776 -0.92427 -0.40164  -0.10
C7 -0.43390 -1.66731 0.74110  0.00
C8 0.09455 -3.16803 0.67655  -0.16
C9 0.44254 -3.74599 2.04793  -0.07
C10 0.90861 -4.84629 2.39468  0.00
C11 1.05432 -5.66640 0.98653  -0.03
C12 0.99914 -5.09708 -0.14149  -0.09
C13 0.25925 -3.88683 -0.24392  -0.11
H1 0.15637 -3.30530 -1.10884  0.11
H2 1.00780 -5.70209 -1.00644  0.10
H3 1.53045 -6.58984 1.04322  0.08
H4 0.88054 -5.39365 3.14580  0.02
H5 0.24177 -3.09360 3.02671  0.15
C14 1.12767 -0.37291 -3.69652  -0.01
C15 1.48830 1.01569 -4.52075  -0.16
C16 0.07324 1.75715 -4.57654  -0.24
C17 0.07313 2.31772 -3.29591  -0.18
H6 -1.16984 2.86907 -3.24006  0.17
H7 0.50745 3.16524 -2.65027  0.12
H8 0.41243 2.69791 -5.36105  0.19
H9 -0.65120 1.12553 -4.90184  0.08
H10 1.84847 0.83675 -5.36972  -0.01
H11 2.34139 1.64808 -3.99890  0.15
H12 2.31943 -0.74984 -3.32014  0.18
H13 0.66479 -0.89768 -4.28296  -0.03
N4 -1.68378 2.43444 -0.42527  0.03
H14 -2.22066 2.12248 0.34430  0.10
C18 -1.13901 3.73897 -0.59371  -0.17
H15 -0.68266 4.19484 -1.36077  0.03
H16 -2.16101 4.35272 0.00605  0.20
C19 0.10902 3.71236 0.47958  -0.13
C20 -0.27975 3.13941 1.84157  -0.21
N5 0.83660 3.20211 2.77794  -0.25
C21 0.52934 3.10558 4.09626  -0.15
H17 0.31724 4.18262 4.39940  0.11
H18 1.65489 3.16602 4.83949  0.18
H19 0.13029 2.41641 4.51588  -0.04
C22 1.63434 2.00800 2.49981  -0.10
H20 1.82125 1.85403 1.49911  0.04
H21 2.50566 1.93701 3.14743  0.08
H22 1.10564 1.00342 2.66656  0.11
H23 -0.85374 3.91353 2.38216  0.14
H24 -0.73842 2.37203 1.87935  -0.01
H25 0.91770 3.09235 0.03602  0.09
H26 0.64513 4.91770 0.45669  0.19
H27 -2.85040 -0.65662 3.11481  0.11
H28 -2.30507 -2.28632 2.87504  0.05
H29 -1.36151 -1.21572 3.55343  -0.03



# 3
DFT (ωB97M-V/def2-TZVPD) results for a 2-piece molecular cluster, C3H8O3 overall at a distorted geometry.

The spin multiplicity is 1. The frontier orbital gap comes out at 11.21 eV. The value obtained for the energy relative to the best compared isomer or geometry (same formula, charge and spin) is 39.32 kJ/mol. The SMILES is CCC(=O)O.O.

Last column: Löwdin charge in e.
Atoms and positions in Å:
C1 1.62034 -1.67782 1.86732  -0.11
C2 0.19926 -1.80113 1.26822  -0.14
C3 0.16925 -1.00746 -0.06734  -0.52
O1 1.16667 -0.52510 -0.53084  0.10
O2 -1.04036 -0.85131 -0.65258  0.10
H1 2.35949 -2.20910 1.29872  0.07
H2 1.84260 -0.63276 2.05633  0.07
H3 1.54747 -2.14810 2.86439  0.08
H4 -0.55541 -1.37849 1.93128  0.11
H5 0.04554 -2.88796 1.11947  0.12
H6 -0.81839 -0.13035 -1.25602  0.12
O3 -2.03260 5.37555 -3.05665  -0.05
H7 -1.60186 4.89768 -3.76271  0.03
H8 -2.90199 4.97634 -3.07957  0.03



# 4
DFT (ωB97M-V/def2-TZVPD) results for H3N2OP in the gas phase at a distorted geometry.

As for the expectation value of S²: 2.0079. The spin multiplicity is 3. The frontier orbital gap (spin up / spin down) comes out at 6.04 / 6.98 eV. The value obtained for the energy relative to the best compared isomer or geometry (same formula, charge and spin) is 194.49 kJ/mol.

Last column: Löwdin spin population.
Atoms and positions in Å:
N1 -0.12755 0.00062 0.10330  0.63
N2 0.53322 1.12044 -0.42336  0.26
O1 -1.29533 -1.70878 0.86253  0.39
P1 -0.47201 -1.49370 -0.34768  0.68
H1 1.42912 1.28720 0.16770  0.03
H2 0.66306 1.08668 -1.43129  0.01
H3 -0.73051 -0.29245 1.06881  0.00



# 5
DFT (ωB97M-V/def2-TZVPD) results for C4H38NO14 as an isolated structure at a distorted geometry.

The spin multiplicity is 1. The frontier orbital gap comes out at 9.98 eV. The value obtained for the energy relative to the best compared isomer or geometry (same formula, charge and spin) is 495.24 kJ/mol. Its total charge is +1.

Last column: Löwdin charge in e.
Atoms and positions in Å:
C1 -1.55601 0.91849 2.25411  -0.09
C2 -1.07080 -0.15695 1.28001  -0.22
C3 -0.06583 0.27817 0.25731  -0.08
C4 -0.02903 -0.34250 -0.90842  -0.12
N1 1.05280 0.01474 -1.80307  0.17
H1 -1.97379 1.84020 1.84167  0.07
H2 -0.84982 0.99803 3.06226  0.06
H3 -2.49323 0.51695 2.66515  0.09
H4 -1.86259 -0.63452 0.71761  0.10
H5 -0.70293 -0.94017 1.92856  0.07
H6 0.55492 1.11012 0.55727  0.10
H7 -0.52714 -1.28064 -1.01873  0.09
H8 1.15339 -0.73657 -2.50266  0.12
H9 0.82503 0.79610 -2.41009  0.13
H10 2.01640 0.12783 -1.47340  0.12
H11 3.48396 -1.17258 -1.19487  0.08
H12 2.83379 -0.57190 -0.01357  -0.23
O1 2.70853 -1.31270 -0.63667  -0.09
H13 2.06801 -0.08387 3.35632  0.04
H14 1.97248 1.38647 3.00923  0.04
O2 2.55528 0.61930 2.87199  -0.05
H15 4.41219 0.10641 0.48014  0.15
H16 3.04801 0.14524 1.32822  0.08
O3 3.45113 0.23327 0.42262  0.05
H17 -4.65256 2.05202 1.19417  0.06
H18 -5.08762 1.04802 0.18943  0.07
O4 -4.64571 1.90567 0.24214  -0.04
H19 -0.29274 2.97761 2.27250  0.03
H20 1.25828 3.43337 2.12797  0.07
O5 0.62210 2.79995 2.49767  -0.05
H21 -2.01502 1.97723 -1.81674  0.04
H22 -3.18202 1.54254 -0.84182  0.03
O6 -2.41954 1.21503 -1.37127  -0.06
H23 -2.59421 -0.20694 -2.27435  0.01
H24 -2.51763 -1.61607 -1.59718  0.01
O7 -2.53236 -1.15726 -2.45582  -0.07
H25 0.92881 -1.51538 4.58135  0.07
H26 0.47996 -1.73427 3.05731  0.04
O8 0.49172 -1.13893 3.81403  -0.03
H27 0.16207 2.87102 -1.43552  0.05
H28 -0.22068 3.65691 -2.56251  0.08
O9 -0.32310 2.73676 -2.27766  -0.05
H29 0.49487 -2.89598 -2.52118  0.00
H30 1.82331 -3.51078 -1.84601  0.05
O10 0.85760 -3.54012 -1.87669  -0.06
H31 2.65726 2.07265 0.16351  0.00
H32 3.40080 2.98792 -0.88211  0.05
O11 2.54783 2.73916 -0.52305  -0.04
H33 -1.46426 -2.76293 0.13594  0.01
H34 -2.96440 -3.05068 0.26461  0.07
O12 -2.27747 -2.89487 -0.39093  -0.04
H35 -1.07712 -1.41351 -3.17272  0.05
H36 -0.16646 -1.75569 -4.38405  0.09
O13 -0.12110 -1.62166 -3.43011  -0.09
H37 0.86222 -2.85412 -0.17294  0.03
H38 0.68303 -1.66749 0.66622  0.01
O14 0.27940 -2.53809 0.55480  -0.09



# 6
DFT (ωB97M-V/def2-TZVPD) results for a 2-piece molecular cluster, C2H3BrFI overall at a distorted geometry.

The spin multiplicity is 1. The frontier orbital gap (spin up / spin down) comes out at 8.56 / 8.51 eV. The value obtained for the energy relative to the best compared isomer or geometry (same formula, charge and spin) is 450.76 kJ/mol.

Last column: Löwdin charge in e.
Atoms and positions in Å:
C1 -0.34700 0.67358 -0.01573  -0.73
C2 -0.02262 -0.74881 0.12579  -0.88
F1 -0.53138 -1.23612 1.29722  -0.12
Br1 1.88392 -0.80417 0.51871  0.67
I1 -2.21525 1.23896 -0.76045  0.81
H1 -0.17193 1.25825 0.83928  -0.01
H2 1.69881 1.23728 -1.41845  0.12
H3 -0.29454 -1.61897 -0.58639  0.14



Number 5 is which compound? C4H38NO14



Please write out number 5 again, unchanged.
DFT (ωB97M-V/def2-TZVPD) results for C4H38NO14 as an isolated structure at a distorted geometry.

The spin multiplicity is 1. The frontier orbital gap comes out at 9.98 eV. The value obtained for the energy relative to the best compared isomer or geometry (same formula, charge and spin) is 495.24 kJ/mol. Its total charge is +1.

Last column: Löwdin charge in e.
Atoms and positions in Å:
C1 -1.55601 0.91849 2.25411  -0.09
C2 -1.07080 -0.15695 1.28001  -0.22
C3 -0.06583 0.27817 0.25731  -0.08
C4 -0.02903 -0.34250 -0.90842  -0.12
N1 1.05280 0.01474 -1.80307  0.17
H1 -1.97379 1.84020 1.84167  0.07
H2 -0.84982 0.99803 3.06226  0.06
H3 -2.49323 0.51695 2.66515  0.09
H4 -1.86259 -0.63452 0.71761  0.10
H5 -0.70293 -0.94017 1.92856  0.07
H6 0.55492 1.11012 0.55727  0.10
H7 -0.52714 -1.28064 -1.01873  0.09
H8 1.15339 -0.73657 -2.50266  0.12
H9 0.82503 0.79610 -2.41009  0.13
H10 2.01640 0.12783 -1.47340  0.12
H11 3.48396 -1.17258 -1.19487  0.08
H12 2.83379 -0.57190 -0.01357  -0.23
O1 2.70853 -1.31270 -0.63667  -0.09
H13 2.06801 -0.08387 3.35632  0.04
H14 1.97248 1.38647 3.00923  0.04
O2 2.55528 0.61930 2.87199  -0.05
H15 4.41219 0.10641 0.48014  0.15
H16 3.04801 0.14524 1.32822  0.08
O3 3.45113 0.23327 0.42262  0.05
H17 -4.65256 2.05202 1.19417  0.06
H18 -5.08762 1.04802 0.18943  0.07
O4 -4.64571 1.90567 0.24214  -0.04
H19 -0.29274 2.97761 2.27250  0.03
H20 1.25828 3.43337 2.12797  0.07
O5 0.62210 2.79995 2.49767  -0.05
H21 -2.01502 1.97723 -1.81674  0.04
H22 -3.18202 1.54254 -0.84182  0.03
O6 -2.41954 1.21503 -1.37127  -0.06
H23 -2.59421 -0.20694 -2.27435  0.01
H24 -2.51763 -1.61607 -1.59718  0.01
O7 -2.53236 -1.15726 -2.45582  -0.07
H25 0.92881 -1.51538 4.58135  0.07
H26 0.47996 -1.73427 3.05731  0.04
O8 0.49172 -1.13893 3.81403  -0.03
H27 0.16207 2.87102 -1.43552  0.05
H28 -0.22068 3.65691 -2.56251  0.08
O9 -0.32310 2.73676 -2.27766  -0.05
H29 0.49487 -2.89598 -2.52118  0.00
H30 1.82331 -3.51078 -1.84601  0.05
O10 0.85760 -3.54012 -1.87669  -0.06
H31 2.65726 2.07265 0.16351  0.00
H32 3.40080 2.98792 -0.88211  0.05
O11 2.54783 2.73916 -0.52305  -0.04
H33 -1.46426 -2.76293 0.13594  0.01
H34 -2.96440 -3.05068 0.26461  0.07
O12 -2.27747 -2.89487 -0.39093  -0.04
H35 -1.07712 -1.41351 -3.17272  0.05
H36 -0.16646 -1.75569 -4.38405  0.09
O13 -0.12110 -1.62166 -3.43011  -0.09
H37 0.86222 -2.85412 -0.17294  0.03
H38 0.68303 -1.66749 0.66622  0.01
O14 0.27940 -2.53809 0.55480  -0.09



What is the energy relative to the best compared isomer or geometry (same formula, charge and spin) in the second record? 1995.84 kJ/mol



What is the formula in the sixth record? C2H3BrFI